## P
This record from the Open Molecules 2025 dataset describes 4 unconnected molecules or ions with the total composition C3H14N2O2S. The level of theory is wB97M-V/def2-TZVPD.

For the HOMO energy, the calculation gives -9.0 eV. The LUMO energy is -4.162 eV. Its molar mass is 142.22 Da. As for the HOMO-LUMO gap: 4.88 eV.

Each line ends with the natural charge from an NBO analysis.
CARTESIAN COORDINATES (ANGSTROEM)
N  -0.746  0.619  1.351  -0.526
C  -1.376  -0.339  0.452  -0.136
C  -0.927  -1.782  0.723  -0.530
S  0.545  -2.551  -0.128  -0.001
C  -1.158  0.023  -0.976  -0.225
N  -1.473  1.412  -1.086  -0.752
H  -1.438  0.680  2.103  0.353
H  3.533  -0.827  2.148  0.006
H  2.863  -1.105  2.216  -0.008
H  -2.463  -0.356  0.607  0.209
H  -0.643  -1.859  1.742  0.226
H  -1.741  -2.377  0.668  0.241
H  -1.666  -0.608  -1.887  0.216
H  -0.123  -0.156  -1.180  0.214
H  -0.992  1.807  -1.925  0.407
H  -1.162  1.737  -0.197  0.367
H  1.575  -0.491  0.146  0.470
H  0.726  0.632  0.801  0.482
O  1.513  0.508  0.249  -0.979
H  2.289  1.991  -2.466  0.477
H  1.463  1.303  -1.251  0.502
O  1.400  1.739  -2.111  -1.012

=====

## Q
This record from the Open Molecules 2025 dataset describes 4 unconnected molecules or ions with the total composition C3H14N2O2S. The level of theory is wB97M-V/def2-TZVPD.

For the HOMO energy, the calculation gives -9.6 eV. The LUMO energy is -1.427 eV. Its molar mass is 142.22 Da. As for the HOMO-LUMO gap: 8.21 eV.

Each line ends with the natural charge from an NBO analysis.
CARTESIAN COORDINATES (ANGSTROEM)
C  0.977  0.393  1.037  -0.275
C  0.452  -0.490  2.157  -0.447
S  1.423  -2.184  2.091  -0.086
N  0.085  1.527  0.876  -0.653
C  -0.664  1.496  -0.528  -0.056
N  -1.556  0.359  -0.544  -0.863
H  1.233  -0.251  0.213  0.204
H  1.915  0.713  1.498  0.201
H  0.568  0.000  3.099  0.216
H  -0.598  -0.779  2.064  0.218
H  2.921  -0.879  1.485  0.104
H  0.677  2.426  0.753  0.356
H  0.092  1.454  -1.314  0.193
H  -1.254  2.385  -0.349  0.192
H  -1.980  0.311  0.323  0.356
H  -1.090  -0.506  -0.573  0.393
H  0.413  -2.631  -1.235  0.482
H  0.510  -2.065  0.215  0.474
O  -0.062  -2.097  -0.607  -0.998
H  -1.440  0.168  -2.748  0.492
H  -1.612  0.479  -4.282  0.468
O  -1.008  0.172  -3.631  -0.970

=====

Tell me which of them is the most stable. Sure, it is Q.

=====

## P
This record from the Open Molecules 2025 dataset describes C4H7ClFN in the gas phase. The level of theory is wB97M-V/def2-TZVPD.

As for the SMILES: F[C@@H](Cl)[C@@H]1CCN1. For the HOMO energy, the calculation gives -9.4 eV. The LUMO energy is 0.954 eV. Its molar mass is 123.56 Da. As for the HOMO-LUMO gap: 10.35 eV.

Each line ends with the natural charge from an NBO analysis.
CARTESIAN COORDINATES (ANGSTROEM)
F  -1.906  1.700  -0.111  -0.337
C  -1.455  0.505  0.233  0.202
Cl  -2.803  -0.629  0.003  -0.063
C  -0.250  0.218  -0.665  -0.090
C  0.474  -1.090  -0.323  -0.433
C  1.455  -0.225  0.433  -0.215
N  0.895  0.977  -0.249  -0.598
H  -1.099  0.558  1.273  0.165
H  -0.608  0.379  -1.680  0.200
H  0.045  -1.965  0.200  0.224
H  0.898  -1.580  -1.190  0.220
H  1.249  -0.212  1.505  0.173
H  2.501  -0.391  0.266  0.195
H  0.605  1.757  0.305  0.356

=====

## Q
This record from the Open Molecules 2025 dataset describes C4H7ClFN in the gas phase. The level of theory is wB97M-V/def2-TZVPD.

As for the SMILES: C/N=C(\Cl)[C@H](C)F. For the HOMO energy, the calculation gives -9.8 eV. The LUMO energy is 0.755 eV. Its molar mass is 123.56 Da. As for the HOMO-LUMO gap: 10.60 eV.

Each line ends with the natural charge from an NBO analysis.
CARTESIAN COORDINATES (ANGSTROEM)
C  1.895  -1.558  -0.030  -0.452
N  0.652  -1.077  -0.477  -0.401
C  0.274  0.082  -0.553  0.334
Cl  1.442  1.544  -0.543  -0.173
C  -1.197  0.540  -0.785  0.149
C  -1.622  1.048  0.634  -0.662
F  -1.907  -0.621  -1.100  -0.341
H  1.919  -1.774  1.053  0.218
H  2.489  -0.671  -0.272  0.212
H  2.102  -2.569  -0.445  0.220
H  -1.432  1.384  -1.368  0.196
H  -1.405  0.227  1.324  0.231
H  -1.475  2.118  0.814  0.245
H  -2.771  1.128  0.602  0.225

=====

Tell me which of them is the most stable. Sure, it is P.